Entry 1:
82
Properties=species:S:1:pos:R:3:lowdin_charge:R:1 method="wB97M-V/def2-TZVPD" e_tot_ha=-6532.7139 orbital_gap_ev="6.78 / 7.16" multiplicity=2 molar_mass_g_mol=880.64 charge=+1
Hg -0.569 -1.016 -0.063 0.683
C 1.184 3.532 -1.276 -0.163
C 1.201 2.148 -0.623 -0.369
Ge -0.590 1.515 -0.116 0.753
C -1.223 2.265 1.587 -0.375
C -1.368 3.789 1.556 -0.163
C -1.871 1.930 -1.521 -0.262
C -2.485 1.093 -2.368 -0.357
Ge -2.034 -0.833 -2.365 0.893
C -3.545 -2.080 -2.186 -0.374
C -4.457 -2.273 -3.401 -0.163
C -0.663 -1.392 -3.673 -0.385
C -0.959 -1.241 -5.166 -0.171
C -3.521 1.574 -3.317 -0.249
C -3.739 0.922 -4.528 -0.069
C -4.684 1.378 -5.435 -0.068
C -5.447 2.495 -5.135 -0.077
C -5.263 3.142 -3.920 -0.071
C -4.315 2.685 -3.021 -0.039
H 2.189 3.839 -1.570 0.071
H 0.794 4.295 -0.601 0.056
H 0.563 3.539 -2.173 0.065
H 1.827 2.137 0.271 0.036
H 1.628 1.414 -1.312 0.050
H -0.523 1.968 2.371 0.024
H -2.178 1.789 1.818 0.061
H -0.405 4.278 1.406 0.058
H -1.780 4.162 2.495 0.071
H -2.036 4.116 0.756 0.063
H -2.114 2.991 -1.604 0.059
H -4.127 -1.747 -1.324 0.059
H -3.092 -3.034 -1.904 0.051
H -5.006 -1.363 -3.640 0.059
H -5.186 -3.060 -3.204 0.073
H -3.893 -2.566 -4.289 0.060
H -0.460 -2.440 -3.434 0.052
H 0.242 -0.832 -3.422 0.047
H -1.860 -1.781 -5.460 0.059
H -0.134 -1.641 -5.759 0.073
H -1.087 -0.195 -5.446 0.066
H -3.154 0.045 -4.781 0.068
H -4.823 0.856 -6.373 0.109
H -6.190 2.852 -5.835 0.106
H -5.869 4.002 -3.667 0.107
H -4.211 3.186 -2.066 0.108
C 2.357 -2.377 -1.247 -0.024
N 2.509 -3.144 -0.021 -0.115
C 3.714 -3.437 0.587 -0.024
C 3.436 -4.038 1.763 -0.049
N 2.063 -4.079 1.857 0.097
C 1.501 -3.522 0.774 -0.769
S -0.190 -3.433 0.482 0.552
H 3.227 -2.546 -1.876 0.105
H 2.276 -1.318 -1.000 0.071
H 1.465 -2.714 -1.770 0.062
H 4.654 -3.196 0.126 0.135
H 4.077 -4.431 2.528 0.126
H 1.525 -4.430 2.635 0.149
O 2.130 -0.771 1.364 -0.559
S 1.435 -0.398 2.639 0.930
C 1.998 -1.544 3.887 -0.383
C 1.041 -2.362 4.469 -0.097
C 1.442 -3.350 5.361 -0.074
C 2.789 -3.508 5.654 -0.065
C 3.741 -2.679 5.067 -0.068
C 3.349 -1.691 4.179 -0.065
C 2.240 1.085 3.224 -0.399
C 1.720 1.739 4.334 -0.082
C 2.317 2.913 4.760 -0.062
C 3.411 3.426 4.071 -0.064
C 3.912 2.767 2.958 -0.058
C 3.322 1.586 2.524 -0.090
H -0.005 -2.232 4.219 0.112
H 0.705 -3.989 5.829 0.113
H 3.101 -4.273 6.353 0.112
H 4.789 -2.801 5.310 0.114
H 4.079 -1.040 3.714 0.122
H 0.863 1.334 4.860 0.119
H 1.927 3.434 5.624 0.112
H 3.871 4.347 4.403 0.111
H 4.760 3.174 2.423 0.112
H 3.682 1.056 1.651 0.108

Entry 2:
15
Properties=species:S:1:pos:R:3:lowdin_charge:R:1 method="wB97M-V/def2-TZVPD" e_tot_ha=-229.7811 orbital_gap_ev=10.44 molar_mass_g_mol=74.13 charge=0
C 1.508 -1.116 -1.135 -0.173
C 1.263 -2.243 -0.130 -0.173
H 1.917 -1.574 -2.031 0.060
H 0.573 -0.595 -1.319 0.046
H 2.286 -0.419 -0.824 0.062
H 0.655 -3.034 -0.570 0.062
H 0.785 -1.888 0.779 0.052
H 2.211 -2.721 0.130 0.062
N -1.358 1.103 0.516 0.047
C -1.416 2.482 0.749 -0.390
N -2.365 3.137 1.257 0.068
H -0.445 0.682 0.526 0.052
H -2.067 0.653 -0.035 0.081
H -0.570 3.004 0.289 0.101
H -2.977 2.528 1.800 0.041

Entry 3:
83
Properties=species:S:1:pos:R:3:lowdin_charge:R:1 method="wB97M-V/def2-TZVPD" e_tot_ha=-3179.2196 orbital_gap_ev=9.39 molar_mass_g_mol=619.97 charge=0 smiles="CCOC(=O)OC.CCOC(=O)OC.ClC(Cl)Cl.CNC(C)=O.CNC(C)=O.CNC(C)=O.CNC(C)=O"
C 0.470 -0.247 -1.431 -1.516
Cl -1.248 -0.405 -1.764 0.566
Cl 0.784 0.435 0.185 0.568
Cl 1.250 0.733 -2.681 0.542
H 0.937 -1.230 -1.412 -0.038
C 2.237 1.371 4.332 -0.049
C 3.254 0.671 5.205 -0.200
O 3.619 -0.650 4.851 0.063
C 4.525 -0.915 3.954 -0.696
O 5.126 -0.130 3.294 0.127
O 4.754 -2.197 3.878 0.003
C 5.893 -2.546 3.125 -0.049
H 1.236 0.960 4.392 0.078
H 2.522 1.322 3.308 0.050
H 2.138 2.410 4.652 0.083
H 2.960 0.642 6.235 0.118
H 4.192 1.259 5.172 0.128
H 6.731 -1.884 3.455 0.112
H 5.827 -2.435 2.059 0.088
H 6.104 -3.590 3.373 0.099
C -6.163 3.773 -4.061 -0.046
C -5.273 3.254 -2.912 -0.202
O -3.966 3.822 -3.037 0.033
C -3.088 3.422 -2.113 -0.584
O -3.247 2.498 -1.305 0.064
O -1.977 4.109 -2.302 0.007
C -0.837 3.871 -1.431 -0.011
H -6.451 4.821 -3.904 0.079
H -7.119 3.292 -3.922 0.068
H -5.711 3.628 -5.027 0.074
H -5.200 2.181 -2.905 0.091
H -5.629 3.549 -1.943 0.121
H -0.216 4.752 -1.495 0.082
H -0.282 3.030 -1.854 0.052
H -1.113 3.577 -0.418 0.096
C 2.205 -2.539 1.963 0.016
C 0.704 -2.375 2.189 -0.606
O 0.188 -1.902 3.153 0.065
N -0.023 -2.888 1.173 -0.003
C -1.442 -2.616 1.139 -0.103
H 2.699 -1.597 2.221 0.073
H 2.428 -2.783 0.938 0.056
H 2.592 -3.349 2.560 0.082
H 0.381 -3.247 0.328 0.074
H -1.846 -3.012 2.110 0.096
H -1.832 -3.149 0.252 0.083
H -1.699 -1.552 1.124 0.063
C -5.291 -0.708 -2.714 -0.022
C -5.457 -2.175 -2.499 -0.515
O -5.616 -3.043 -3.366 0.028
N -5.591 -2.464 -1.125 -0.003
C -5.785 -3.860 -0.706 -0.078
H -4.904 -0.212 -1.837 0.066
H -6.206 -0.251 -3.119 0.095
H -4.571 -0.576 -3.530 0.090
H -5.250 -1.806 -0.457 0.110
H -6.158 -3.924 0.308 0.075
H -4.834 -4.399 -0.738 0.077
H -6.427 -4.364 -1.414 0.075
C 1.442 -5.581 -1.711 0.011
C 1.591 -4.174 -2.154 -0.509
O 1.450 -3.197 -1.400 -0.016
N 2.006 -4.058 -3.438 0.014
C 2.126 -2.751 -4.097 -0.049
H 2.086 -6.218 -2.283 0.075
H 0.428 -5.864 -1.959 0.097
H 1.619 -5.764 -0.674 0.085
H 2.076 -4.971 -3.899 0.143
H 1.227 -2.382 -4.627 0.098
H 2.899 -2.835 -4.829 0.070
H 2.472 -2.047 -3.326 0.072
C 1.866 6.749 2.321 -0.003
C 2.183 5.531 1.465 -0.559
O 1.499 5.151 0.555 0.056
N 3.356 4.876 1.851 0.014
C 3.643 3.496 1.264 -0.049
H 2.463 6.727 3.228 0.066
H 0.779 6.754 2.542 0.097
H 2.150 7.577 1.702 0.073
H 3.942 5.142 2.652 0.128
H 4.191 2.896 2.013 0.076
H 4.375 3.609 0.456 0.075
H 2.829 2.970 0.843 0.040

- Which of these has the highest charge?
  C32H42Ge2HgN2OS2

- Which value of charge does entry 3 give?
  0